# 1
16
Properties=species:S:1:pos:R:3:lowdin_charge:R:1 method="wB97M-V/def2-TZVPD" total_energy_ev=-10886.6816 e_homo_ev=-9.173 charge=0 gap_ev=9.80 relative_energy_kcal_mol=89.9 smiles="NC(=O)CO.CO"
N -1.036 -0.774 1.008 0.136
C -0.423 0.373 0.503 -0.563
O -0.326 1.410 1.166 -0.009
C -1.014 0.735 -1.125 -0.185
O -0.670 2.051 -1.323 -0.067
H -1.558 -1.353 0.369 0.105
H -1.289 -0.698 1.983 0.111
H -0.590 0.072 -1.883 0.112
H -2.096 0.571 -1.039 0.109
H -0.493 2.409 -0.420 0.088
C 1.731 -0.495 0.096 -0.147
O 1.358 -1.810 -0.155 -0.102
H 2.569 -0.214 -0.544 0.096
H 1.957 -0.246 1.135 0.105
H 0.756 0.194 -0.462 0.125
H 1.125 -2.223 0.691 0.087

=====

# 2
10
Properties=species:S:1:pos:R:3:lowdin_charge:R:1 method="wB97M-V/def2-TZVPD" total_energy_ev=-26788.9268 e_homo_ev=-8.679 charge=0 gap_ev=8.50 relative_energy_kcal_mol=25.1
H -0.082 -1.644 -1.456 0.059
N -0.457 -0.992 -0.764 0.060
C 0.396 -0.112 -0.450 -0.791
N 1.667 0.112 -0.926 0.051
S -0.045 1.172 0.741 0.903
C -1.561 0.577 1.336 -1.070
S -2.431 1.325 2.470 0.599
H 2.347 0.556 -0.305 0.087
H 2.044 -0.665 -1.454 0.097
H -1.877 -0.329 0.808 0.005

=====

# 3
9
Properties=species:S:1:pos:R:3:lowdin_charge:R:1 method="wB97M-V/def2-TZVPD" total_energy_ev=-22492.4197 e_homo_ev="-10.826 / -9.040" charge=0 gap_ev="9.54 / 4.76" relative_energy_kcal_mol=210.2
C 1.546 -1.907 -0.020 -0.521
N 1.436 -2.926 -0.527 0.094
N 2.268 0.541 -0.272 -0.389
N -2.495 0.802 -0.004 -0.620
O -3.098 0.482 -0.975 0.198
O -3.018 1.535 0.840 0.235
O -1.356 0.505 0.255 0.172
S 1.905 -0.409 0.851 0.827
H 2.810 1.376 -0.148 0.003

=====

# 4
17
Properties=species:S:1:pos:R:3:mulliken_spin:R:1 method="wB97M-V/def2-TZVPD" total_energy_ev=-25375.2176 e_homo_ev="-11.098 / -13.762" spin_multiplicity=3 charge=+1 gap_ev="7.70 / 6.80"
C 1.381 0.090 0.017 0.037
C 0.637 -1.193 0.321 -0.009
C -0.326 1.813 0.128 0.859
N 0.569 0.978 -0.764 0.003
O -0.679 -0.755 0.280 0.017
P -1.927 -1.906 -0.219 0.001
P -1.818 1.537 0.860 1.077
H 1.592 0.636 0.943 0.008
H 2.387 -0.160 -0.340 -0.004
H 0.794 -1.983 -0.388 -0.003
H 0.744 -1.648 1.255 0.002
H 0.078 2.806 0.186 -0.008
H 1.149 1.747 -1.097 0.006
H 0.044 0.543 -1.522 0.011
H -1.032 -2.432 -1.096 0.000
H -1.751 -3.094 0.416 0.000
H -1.843 3.021 1.021 0.003